(1)
The following is a quantum chemistry calculation of a cluster of 3 separate species, C17H46N3O11P3 in total, from the OMol25 dataset.

The geometry in XYZ format:
```
80
Properties=species:S:1:pos:R:3:forces:R:3
C 1.892 -1.540 -1.017 0.51 -0.08 0.16
C 3.062 -1.770 -0.013 -0.33 0.23 -0.93
N 2.832 -1.064 1.263 0.28 -0.29 -0.07
C 4.114 -0.794 1.932 0.21 -0.74 -0.95
O 4.120 -1.085 3.300 -0.20 0.16 -0.28
C 4.100 -2.486 3.548 -0.30 -0.19 0.49
C 4.568 0.653 1.606 -1.21 0.93 -0.11
N 3.925 1.176 0.375 0.48 -0.50 0.45
P 4.344 1.860 3.015 1.98 -0.16 2.10
N 5.712 1.947 3.764 -0.57 -0.02 -0.36
O 3.150 1.451 4.042 -0.34 0.45 -1.28
O 3.887 3.325 2.389 0.33 -1.57 0.09
H 2.259 -1.009 -1.906 -0.10 -0.05 0.27
H 1.153 -0.893 -0.532 -0.08 -0.34 -0.22
H 1.462 -2.480 -1.381 -0.17 0.24 0.28
H 3.954 -1.374 -0.512 -0.09 0.05 0.49
H 3.263 -2.843 0.152 -0.17 0.18 -0.01
H 2.248 -1.672 1.826 0.12 0.26 0.30
H 4.860 -1.467 1.457 -0.03 0.31 0.11
H 3.224 -2.740 4.165 0.20 0.16 -0.14
H 4.022 -3.079 2.627 0.20 0.18 0.13
H 4.994 -2.773 4.116 -0.09 0.07 -0.26
H 5.644 0.641 1.398 -0.18 0.17 0.55
H 4.445 2.011 0.130 -0.28 0.00 -0.29
H 2.968 1.433 0.594 0.01 -0.09 -0.31
H 5.606 1.702 4.743 0.30 0.19 -0.03
H 2.980 2.171 4.667 0.05 -0.06 -0.13
H 4.584 3.556 1.755 -0.12 0.38 0.22
O 0.423 6.580 -0.483 -1.73 1.13 2.99
P -0.447 5.413 -0.130 1.96 -4.72 -5.56
O 0.632 4.202 0.072 -0.65 0.55 0.49
C 1.428 4.181 1.262 -0.24 0.10 0.14
C 0.603 3.878 2.501 -0.15 0.07 -0.01
O -1.025 5.036 -1.624 -0.44 0.37 0.54
C -0.909 5.965 -2.703 0.21 0.10 -0.14
C 0.376 5.760 -3.483 0.02 -0.17 -0.16
O -1.688 4.516 0.534 0.64 2.82 1.50
C -2.823 5.250 1.036 -0.39 0.10 0.00
C -3.543 6.031 -0.048 0.12 0.06 -0.15
H 1.952 5.134 1.373 0.03 -0.03 -0.05
H 2.170 3.409 1.129 -0.10 -0.01 -0.27
H -0.100 4.688 2.714 0.05 -0.01 0.07
H 1.249 3.755 3.371 0.04 0.03 -0.05
H 0.017 2.969 2.363 0.06 -0.02 -0.01
H -0.995 6.988 -2.334 0.16 -0.04 0.06
H -1.767 5.800 -3.358 -0.03 -0.16 0.10
H 1.236 5.611 -2.830 -0.08 0.19 0.14
H 0.571 6.618 -4.129 0.00 -0.02 -0.01
H 0.297 4.869 -4.108 0.00 0.01 -0.02
H -2.492 5.920 1.834 -0.07 -0.05 0.05
H -3.500 4.519 1.477 0.17 -0.12 -0.03
H -2.916 6.839 -0.439 -0.03 0.00 0.03
H -4.456 6.480 0.346 0.03 -0.03 0.05
H -3.798 5.384 -0.887 -0.02 -0.03 0.05
O -1.760 -3.953 -2.237 -2.74 3.07 -1.50
P -3.021 -4.533 -1.643 4.94 -7.07 3.93
O -2.489 -4.595 -0.082 -0.56 0.71 0.03
C -2.523 -3.405 0.700 -0.02 0.14 0.08
C -3.939 -2.961 1.027 -0.06 -0.04 -0.08
O -2.698 -6.096 -2.086 -0.61 0.15 -0.89
C -1.813 -6.381 -3.171 0.23 0.04 0.04
C -0.381 -6.546 -2.696 0.08 -0.20 0.09
O -4.479 -5.163 -1.085 -1.13 3.29 -1.79
C -5.635 -4.987 -1.930 -0.25 -0.21 -0.18
C -5.492 -5.675 -3.275 0.15 -0.01 -0.06
H -1.981 -2.608 0.181 0.04 -0.01 0.03
H -1.988 -3.622 1.625 0.05 -0.12 -0.07
H -4.472 -2.648 0.124 -0.01 0.07 0.03
H -3.928 -2.118 1.719 0.04 0.01 -0.03
H -4.508 -3.778 1.471 0.04 0.00 0.02
H -1.894 -5.611 -3.940 0.10 0.07 0.10
H -2.158 -7.311 -3.627 -0.11 -0.02 0.14
H -0.092 -5.780 -1.978 -0.10 0.16 -0.14
H 0.308 -6.510 -3.542 0.00 -0.02 0.01
H -0.261 -7.508 -2.196 0.01 -0.02 -0.02
H -5.820 -3.917 -2.066 -0.13 -0.03 0.05
H -6.486 -5.402 -1.390 0.13 0.00 0.15
H -4.708 -5.209 -3.880 -0.04 0.00 -0.02
H -6.425 -5.614 -3.837 -0.01 0.05 0.05
H -5.222 -6.722 -3.147 -0.03 0.02 0.03
```
Forces are in eV/Å.

The value obtained for the LUMO energy is -1.43 eV. As for the frontier orbital gap: 6.893 eV. Its molar mass is 561.49 g/mol.

=====

(2)
The following is a quantum chemistry calculation of a structure of composition C5H7MgO5Rb, from the OMol25 dataset.

The geometry in XYZ format:
```
19
Properties=species:S:1:pos:R:3:forces:R:3
O 2.311 -1.000 0.797 1.01 -8.77 0.99
C 1.644 -1.946 1.162 0.41 -0.52 -1.23
C 0.148 -1.896 1.218 0.19 -0.50 1.08
O -0.256 -0.539 1.132 -0.41 0.00 0.70
Rb 1.898 0.986 0.655 3.71 5.79 3.17
H 2.091 -2.947 1.301 -0.05 0.15 0.43
H -0.178 -2.250 2.208 0.15 -0.17 -0.15
H -0.249 -2.624 0.495 -0.12 0.65 -0.27
H 1.797 1.997 -1.982 -0.10 -0.20 -0.07
C 0.761 1.797 -1.673 -0.97 -1.81 -1.55
C -0.059 1.033 -2.462 0.83 1.89 -0.70
Mg -1.252 2.929 0.470 1.05 -0.21 -0.79
O 0.509 2.128 -0.427 -5.64 4.70 -1.68
H 0.324 0.698 -3.428 0.04 0.13 0.29
H -1.139 1.209 -2.492 0.13 -0.71 0.77
O -1.908 -0.851 -0.324 -0.38 1.73 3.28
C -1.505 -0.289 0.695 0.78 -2.39 -4.21
O -1.991 0.740 1.394 -0.44 0.32 0.14
H -2.946 0.825 1.260 -0.21 -0.10 -0.20
```
Forces are in eV/Å.

The net charge is +1. The value obtained for the LUMO energy (alpha / beta) is -3.26 / -4.66 eV. As for the expectation value of S²: 0.752. The spin multiplicity is 2. As for the frontier orbital gap (alpha / beta): 7.181 / 6.722 eV. Its molar mass is 256.88 g/mol.

=====

(3)
The following is a quantum chemistry calculation of a cluster of 2 separate species, C7H19NO in total, from the OMol25 dataset.

The geometry in XYZ format:
```
28
Properties=species:S:1:pos:R:3:forces:R:3
C 1.112 -0.117 -1.452 0.54 1.50 -1.07
C 0.081 -1.191 -1.925 -0.39 -1.02 2.28
C -1.407 -0.807 -1.427 3.71 0.84 0.00
C -1.607 0.713 -1.767 -1.03 -1.84 1.87
C 1.576 -0.334 -0.064 3.84 -2.61 2.70
N 0.643 -0.020 1.017 0.81 -1.82 1.94
C 0.989 -0.747 2.346 -1.91 0.66 -0.44
C 0.661 1.389 1.176 0.21 5.71 2.99
H 2.002 -0.086 -2.104 -0.21 -0.47 0.20
H 0.841 0.982 -1.466 -0.24 -1.38 -0.49
H 0.311 -2.160 -1.319 -0.06 1.50 -0.95
H 0.211 -1.544 -2.949 -0.28 0.73 -0.22
H -1.254 -1.014 -0.327 -0.94 0.70 -1.11
H -2.078 -1.517 -1.864 -0.76 -0.03 -0.25
H -0.775 1.332 -1.409 -1.20 -0.12 0.32
H -1.715 0.899 -2.779 0.37 -0.08 -2.53
H -2.619 0.943 -1.458 0.02 0.80 0.94
H 2.471 0.309 0.408 -0.69 -1.42 -2.46
H 1.960 -1.526 -0.077 -1.13 2.98 0.72
H 0.714 -1.856 2.370 0.09 1.53 -0.52
H 0.337 -0.181 3.100 1.11 -1.05 -0.85
H 2.042 -0.712 2.641 0.13 0.40 -0.19
H 1.551 2.199 1.120 -0.12 -2.75 -1.21
H 0.523 1.975 2.241 -0.78 -2.70 -1.62
H -0.090 1.890 0.585 -0.33 -0.10 -0.30
H -2.006 -0.368 1.839 -0.47 -1.82 0.26
H -2.647 1.021 1.856 0.28 -0.41 -0.02
O -1.826 0.531 1.689 -0.57 2.31 0.00
```
Forces are in eV/Å.

For the energy above the lowest of the compared OMol25 structures with the same formula, charge and spin, the calculation gives 4.352 eV. The value obtained for the LUMO energy is 0.75 eV. As for the frontier orbital gap: 9.071 eV. Its molar mass is 133.23 g/mol.

=====

(4)
The following is a quantum chemistry calculation of a structure of composition C52H46F8N2, from the OMol25 dataset.

The geometry in XYZ format:
```
108
Properties=species:S:1:pos:R:3:forces:R:3
F 4.130 -3.547 0.758 -1.39 0.26 0.42
C 2.925 -3.120 1.261 -1.59 0.47 2.52
C 2.537 -1.756 1.096 3.55 -1.88 3.15
C 1.359 -1.287 1.659 4.87 -2.06 7.45
C 0.551 -2.160 2.362 -0.67 -0.18 2.57
C 0.829 -3.481 2.554 1.32 0.63 -0.54
C 2.058 -3.977 2.013 1.39 0.61 -0.50
H 3.268 -1.092 0.658 -0.09 -1.11 0.25
H 1.176 -0.229 1.547 0.33 -1.63 3.92
H -0.399 -1.791 2.719 -0.12 0.20 0.14
H 0.062 -4.014 3.095 0.45 -0.73 -0.05
H 2.372 -5.003 2.141 -0.08 -0.18 0.06
F 1.252 -5.528 -3.870 0.20 0.20 0.26
C 0.783 -4.278 -4.110 -2.07 1.00 0.79
C 0.265 -3.484 -3.032 0.21 -1.46 -2.79
C -0.189 -2.218 -3.343 -0.36 -1.54 0.14
C -0.259 -1.785 -4.656 -0.61 1.21 1.09
C 0.166 -2.579 -5.640 0.85 -1.25 -2.37
C 0.743 -3.835 -5.398 0.18 -0.63 0.89
H 0.319 -3.878 -2.028 -0.45 0.15 -1.78
H -0.529 -1.665 -2.480 -0.71 -0.87 -3.10
H -0.612 -0.787 -4.873 -0.25 0.06 -0.05
H 0.042 -2.257 -6.664 0.20 0.09 -0.17
H 1.232 -4.547 -6.047 -0.33 0.40 -0.95
F -2.664 -0.718 -2.336 -0.49 0.19 -0.72
C -2.103 -0.214 -1.222 2.05 3.14 0.93
C -0.752 -0.533 -0.945 -2.92 5.37 0.40
C -0.226 -0.139 0.296 -10.50 3.14 -1.52
C -0.961 0.661 1.179 -4.56 -3.45 -0.15
C -2.318 0.993 0.941 0.86 -5.94 -6.08
C -2.857 0.431 -0.279 1.35 1.76 -0.19
H -0.201 -1.180 -1.611 -0.57 2.24 1.80
H 0.777 -0.487 0.496 -5.40 3.80 -0.05
H -0.471 1.049 2.060 -3.57 -3.77 0.93
H -2.994 1.452 1.647 -0.62 -2.18 -6.05
H -3.923 0.556 -0.403 2.56 0.17 -1.51
F 2.497 3.483 5.125 0.08 -0.09 0.89
C 1.793 3.607 3.997 0.64 0.43 -0.80
C 1.919 4.808 3.313 0.41 -1.30 2.40
C 1.200 4.947 2.171 -0.18 -1.29 -1.76
C 0.642 3.779 1.581 2.32 1.11 1.12
C 0.625 2.502 2.249 3.39 4.05 0.35
C 1.097 2.507 3.541 0.89 -0.72 -0.02
H 2.451 5.548 3.892 0.09 0.52 -0.48
H 1.175 5.938 1.744 -0.32 -0.13 -0.55
H 0.077 3.862 0.665 1.88 1.67 1.28
H 0.158 1.642 1.792 2.81 3.73 0.34
H 1.058 1.660 4.209 -0.05 -0.34 -0.07
F 0.477 -1.779 0.259 -5.95 -14.64 -2.67
C -0.219 -2.810 -0.356 -2.88 -3.80 1.01
C -1.487 -2.634 -0.882 -1.84 -1.78 2.15
C -2.296 -3.692 -1.264 1.55 -1.52 -0.83
C -1.764 -4.975 -1.267 -0.15 0.31 0.92
C -0.484 -5.211 -0.693 -1.41 0.39 -0.80
C 0.299 -4.141 -0.291 -2.34 -1.00 1.59
H -2.043 -1.709 -0.851 0.52 -2.76 0.80
H -3.242 -3.474 -1.736 -0.18 -0.01 0.25
H -2.407 -5.770 -1.614 0.29 -0.35 -0.07
H -0.129 -6.230 -0.754 0.41 0.05 0.36
H 1.269 -4.346 0.136 -0.61 -0.66 -0.08
F -2.765 1.871 2.664 0.17 3.83 9.66
C -2.524 2.882 3.505 0.72 4.13 2.80
C -1.442 3.786 3.217 -2.11 -0.89 1.71
C -1.078 4.779 4.180 -1.26 -1.18 -0.22
C -1.934 4.966 5.263 0.43 0.35 -0.21
C -3.037 4.183 5.463 -0.27 -0.64 0.10
C -3.341 3.104 4.638 0.33 0.01 -0.98
H -0.852 3.534 2.349 -1.68 1.03 1.23
H -0.113 5.263 4.193 -0.57 0.32 -0.56
H -1.828 5.734 6.015 0.70 0.20 -0.12
H -3.576 4.417 6.369 -0.57 -0.34 -0.13
H -4.238 2.534 4.828 0.10 -0.35 -0.06
F -1.336 2.936 0.585 -2.22 1.14 0.17
C -0.448 2.741 -0.351 1.58 -0.76 -5.43
C -0.510 3.527 -1.508 -1.46 0.17 1.40
C 0.301 3.339 -2.586 1.74 -1.36 -1.27
C 1.247 2.310 -2.586 -2.18 9.12 0.45
C 1.413 1.612 -1.412 0.43 5.81 4.92
C 0.634 1.821 -0.262 -1.65 3.27 -2.88
H -1.211 4.334 -1.656 -0.50 -0.02 0.67
H 0.140 3.926 -3.478 -0.02 0.11 -0.06
H 1.810 2.032 -3.465 0.12 2.67 -0.23
H 2.224 0.903 -1.491 0.36 2.50 2.82
H 0.801 1.169 0.583 -0.51 3.63 -1.20
F 1.555 0.654 -2.767 -1.02 -13.72 -10.76
C 1.858 -0.627 -2.638 2.07 -4.87 0.72
C 1.560 -1.220 -1.392 2.97 -0.55 -4.56
C 1.888 -2.578 -1.192 2.35 1.60 -2.29
C 2.465 -3.266 -2.250 2.27 -0.02 -0.95
C 2.899 -2.666 -3.460 -0.64 1.91 1.44
C 2.616 -1.315 -3.625 -0.26 0.58 0.60
H 1.029 -0.665 -0.633 2.07 -0.39 -4.57
H 1.550 -3.006 -0.260 3.03 0.73 -2.23
H 2.722 -4.313 -2.311 -0.35 -0.41 1.09
H 3.335 -3.193 -4.296 0.18 -0.28 0.33
H 2.972 -0.791 -4.499 -0.25 0.12 -0.20
C -5.997 1.571 -0.481 -0.09 1.22 -1.31
C -5.336 0.527 0.255 -1.77 -1.92 3.23
N -4.865 -0.291 0.938 -2.65 0.89 -0.28
H -6.386 1.216 -1.435 -0.18 -0.30 0.15
H -5.302 2.354 -0.786 0.48 -0.12 0.14
H -6.777 2.138 0.027 -0.08 -0.63 0.43
C 4.087 1.324 0.202 0.19 0.10 -0.33
C 2.795 0.723 0.258 1.83 1.03 2.02
N 1.770 0.229 0.289 14.89 4.19 0.51
H 4.200 1.609 -0.844 0.61 -0.13 -0.15
H 4.779 0.558 0.553 0.51 0.25 -0.26
H 4.192 2.242 0.779 -0.26 -0.13 0.22
```
Forces are in eV/Å.

For the energy above the lowest of the compared OMol25 structures with the same formula, charge and spin, the calculation gives 52.617 eV. The value obtained for the LUMO energy is 0.41 eV. As for the frontier orbital gap: 7.471 eV. Its molar mass is 850.94 g/mol.

=====

Copy entry 3 word for word.
The following is a quantum chemistry calculation of a cluster of 2 separate species, C7H19NO in total, from the OMol25 dataset.

The geometry in XYZ format:
```
28
Properties=species:S:1:pos:R:3:forces:R:3
C 1.112 -0.117 -1.452 0.54 1.50 -1.07
C 0.081 -1.191 -1.925 -0.39 -1.02 2.28
C -1.407 -0.807 -1.427 3.71 0.84 0.00
C -1.607 0.713 -1.767 -1.03 -1.84 1.87
C 1.576 -0.334 -0.064 3.84 -2.61 2.70
N 0.643 -0.020 1.017 0.81 -1.82 1.94
C 0.989 -0.747 2.346 -1.91 0.66 -0.44
C 0.661 1.389 1.176 0.21 5.71 2.99
H 2.002 -0.086 -2.104 -0.21 -0.47 0.20
H 0.841 0.982 -1.466 -0.24 -1.38 -0.49
H 0.311 -2.160 -1.319 -0.06 1.50 -0.95
H 0.211 -1.544 -2.949 -0.28 0.73 -0.22
H -1.254 -1.014 -0.327 -0.94 0.70 -1.11
H -2.078 -1.517 -1.864 -0.76 -0.03 -0.25
H -0.775 1.332 -1.409 -1.20 -0.12 0.32
H -1.715 0.899 -2.779 0.37 -0.08 -2.53
H -2.619 0.943 -1.458 0.02 0.80 0.94
H 2.471 0.309 0.408 -0.69 -1.42 -2.46
H 1.960 -1.526 -0.077 -1.13 2.98 0.72
H 0.714 -1.856 2.370 0.09 1.53 -0.52
H 0.337 -0.181 3.100 1.11 -1.05 -0.85
H 2.042 -0.712 2.641 0.13 0.40 -0.19
H 1.551 2.199 1.120 -0.12 -2.75 -1.21
H 0.523 1.975 2.241 -0.78 -2.70 -1.62
H -0.090 1.890 0.585 -0.33 -0.10 -0.30
H -2.006 -0.368 1.839 -0.47 -1.82 0.26
H -2.647 1.021 1.856 0.28 -0.41 -0.02
O -1.826 0.531 1.689 -0.57 2.31 0.00
```
Forces are in eV/Å.

For the energy above the lowest of the compared OMol25 structures with the same formula, charge and spin, the calculation gives 4.352 eV. The value obtained for the LUMO energy is 0.75 eV. As for the frontier orbital gap: 9.071 eV. Its molar mass is 133.23 g/mol.